The following is a DFT calculation (ωB97M-V/def2-TZVPD) of a cluster of 11 separate species, C39H102N16O11 in total in a non-equilibrium geometry.

Each atom is followed by the atoms it is bonded to, with distances in Å.
Geometry (Å):
1 C 8.4125 -13.8870 13.7830  C2 1.539, H12 1.089, H13 1.088, H14 1.092
2 C 9.6431 -12.9664 13.8688  C1 1.539, C3 1.524, N7 1.453, C11 1.523
3 C 10.8945 -13.7849 14.1626  C2 1.524, C4 1.527, H15 1.092, H16 1.091
4 C 11.3529 -14.5638 12.9320  C3 1.527, C5 1.512, H17 1.096, H18 1.097
5 C 11.5999 -13.6467 11.7550  C4 1.512, C6 1.547, H19 1.091, H20 1.094
6 C 10.4037 -12.7338 11.3978  C5 1.547, N7 1.463, C9 1.531, C10 1.557
7 N 9.8287 -12.2152 12.6391  C2 1.453, C6 1.463, O8 1.420
8 O 8.7194 -11.3778 12.3491  N7 1.420, H30 0.976
9 C 10.9223 -11.5982 10.5124  C6 1.531, H21 1.087, H22 1.093, H23 1.093
10 C 9.3832 -13.5953 10.5969  C6 1.557, H24 1.092, H25 1.088, H26 1.092
11 C 9.4382 -12.0137 15.0390  C2 1.523, H27 1.094, H28 1.091, H29 1.093
12 H 8.4722 -14.4197 12.8348  C1 1.089
13 H 7.4889 -13.3123 13.7887  C1 1.088
14 H 8.3403 -14.6791 14.5308  C1 1.092
15 H 11.7717 -13.1905 14.4272  C3 1.092
16 H 10.6358 -14.4655 14.9744  C3 1.091
17 H 10.7645 -15.4353 12.6248  C4 1.096
18 H 12.3027 -15.0260 13.2273  C4 1.097
19 H 11.7855 -14.2854 10.8903  C5 1.091
20 H 12.4276 -13.0020 12.0659  C5 1.094
21 H 10.1491 -10.9392 10.1265  C9 1.087
22 H 11.6645 -11.0644 11.1111  C9 1.093
23 H 11.4890 -12.0876 9.7161  C9 1.093
24 H 9.2756 -14.5747 11.0685  C10 1.092
25 H 8.4023 -13.1323 10.5090  C10 1.088
26 H 9.7751 -13.8370 9.6064  C10 1.092
27 H 9.3564 -12.5098 16.0106  C11 1.094
28 H 8.5131 -11.4474 14.9214  C11 1.091
29 H 10.2583 -11.3044 15.1741  C11 1.093
30 H 7.9927 -12.0044 12.1725  O8 0.976
31 C 4.9806 -16.5878 13.3509  C32 1.542, H42 1.092, H43 1.088, H44 1.089
32 C 4.3771 -15.9239 12.0965  C31 1.542, C33 1.551, N37 1.467, C41 1.521
33 C 2.8287 -16.0045 12.0958  C32 1.551, C34 1.496, H45 1.093, H46 1.093
34 C 2.2471 -15.1144 13.1488  C33 1.496, C35 1.532, H47 1.094, H48 1.097
35 C 2.7115 -13.6718 12.9229  C34 1.532, C36 1.545, H49 1.095, H50 1.092
36 C 4.2469 -13.4961 12.9195  C35 1.545, N37 1.461, C39 1.534, C40 1.542
37 N 4.7323 -14.5047 11.9810  C32 1.467, C36 1.461, O38 1.435
38 O 6.1198 -14.3628 11.6452  N37 1.435, H60 0.970
39 C 4.5039 -12.0866 12.3712  C36 1.534, H51 1.091, H52 1.089, H53 1.090
40 C 4.8609 -13.5332 14.3330  C36 1.542, H54 1.092, H55 1.097, H56 1.089
41 C 4.8238 -16.7126 10.8754  C32 1.521, H57 1.093, H58 1.093, H59 1.092
42 H 6.0294 -16.2857 13.3804  C31 1.092
43 H 4.8680 -17.6699 13.3227  C31 1.088
44 H 4.5177 -16.1818 14.2494  C31 1.089
45 H 2.4729 -15.6635 11.1206  C33 1.093
46 H 2.4739 -16.9994 12.3784  C33 1.093
47 H 2.4252 -15.4991 14.1573  C34 1.094
48 H 1.1518 -15.1237 13.0906  C34 1.097
49 H 2.2821 -13.0539 13.7188  C35 1.095
50 H 2.2362 -13.2798 12.0214  C35 1.092
51 H 4.0295 -11.8850 11.4095  C39 1.091
52 H 4.1339 -11.3586 13.0919  C39 1.089
53 H 5.5732 -11.9774 12.1903  C39 1.090
54 H 5.3526 -12.6000 14.6146  C40 1.092
55 H 4.0868 -13.7045 15.0908  C40 1.097
56 H 5.5907 -14.3044 14.5758  C40 1.089
57 H 5.8948 -16.9242 10.9356  C41 1.093
58 H 4.5531 -16.2250 9.9358  C41 1.093
59 H 4.3834 -17.7107 10.8207  C41 1.092
60 H 6.0337 -14.1619 10.6998  O38 0.970
61 C 4.4906 -13.2181 8.4959  O62 1.243, N63 1.334, N64 1.365
62 O 5.6375 -13.5634 8.8287  C61 1.243
63 N 3.4192 -13.4511 9.2565  C61 1.334, H65 1.016, H66 1.002
64 N 4.2582 -12.5836 7.3104  C61 1.365, H67 1.002, H68 1.003
65 H 3.5632 -13.9828 10.1106  N63 1.016
66 H 2.5151 -13.1846 8.9158  N63 1.002
67 H 5.0219 -12.2921 6.7303  N64 1.002
68 H 3.3457 -12.4713 6.9103  N64 1.003
69 C 9.6592 -7.0072 11.3400  O70 1.244, N71 1.351, N72 1.374
70 O 8.4201 -7.0387 11.2330  C69 1.244
71 N 10.2975 -7.3059 12.4924  C69 1.351, H73 1.002, H74 1.018
72 N 10.4387 -6.4248 10.3703  C69 1.374, H75 1.003, H76 1.005
73 H 11.2948 -7.2563 12.5701  N71 1.002
74 H 9.7561 -7.7986 13.1992  N71 1.018
75 H 11.3296 -6.8083 10.1148  N72 1.003
76 H 9.9557 -5.7626 9.7889  N72 1.005
77 C 7.3897 -10.2717 9.8971  O78 1.253, N79 1.369, N80 1.345
78 O 6.3812 -10.1278 10.6263  C77 1.253
79 N 7.5306 -11.3719 9.0939  C77 1.369, H81 1.017, H82 1.006
80 N 8.2228 -9.2511 9.6244  C77 1.345, H83 1.027, H84 1.018
81 H 6.8109 -12.0899 9.1185  N79 1.017
82 H 8.1164 -11.2399 8.2866  N79 1.006
83 H 8.2154 -8.4696 10.2908  N80 1.027
84 H 9.0855 -9.4704 9.1298  N80 1.018
85 C 8.5431 -5.6687 7.1423  O86 1.232, N87 1.361, N88 1.371
86 O 9.1862 -6.4093 6.3968  C85 1.232
87 N 8.2807 -4.3911 6.7545  C85 1.361, H89 0.999, H90 1.007
88 N 8.0053 -5.9740 8.3659  C85 1.371, H91 0.998, H92 1.006
89 H 7.8718 -3.6550 7.2924  N87 0.999
90 H 8.5044 -4.2338 5.7849  N87 1.007
91 H 7.3104 -5.3572 8.7316  N88 0.998
92 H 8.3292 -6.8187 8.8051  N88 1.006
93 C 3.6095 -8.2420 8.8777  O94 1.225, N95 1.360, N96 1.376
94 O 2.7564 -7.4004 8.6254  C93 1.225
95 N 4.7454 -7.9943 9.5842  C93 1.360, H97 1.018, H98 1.005
96 N 3.5620 -9.5291 8.3931  C93 1.376, H99 1.002, H100 1.002
97 H 5.3400 -8.7577 9.9007  N95 1.018
98 H 4.7671 -7.2010 10.2010  N95 1.005
99 H 4.2983 -10.1876 8.5627  N96 1.002
100 H 2.7600 -9.7368 7.8292  N96 1.002
101 C 5.4199 -7.5373 13.7610  C102 1.538, H107 1.095, H108 1.093, H109 1.087
102 C 6.6757 -8.0239 14.5042  C101 1.538, C103 1.541, N106 1.461, H110 1.092
103 C 6.1871 -9.1454 15.4406  C102 1.541, O104 1.405, H111 1.098, H112 1.099
104 O 5.2827 -8.7151 16.4258  C103 1.405, C105 1.419
105 C 4.4699 -9.7355 16.9847  O104 1.419, H113 1.090, H114 1.095, H115 1.087
106 N 7.6934 -8.5700 13.6099  C102 1.461, H116 1.018, H117 1.016
107 H 5.1572 -8.3524 13.0779  C101 1.095
108 H 5.6387 -6.6978 13.0964  C101 1.093
109 H 4.5899 -7.3474 14.4373  C101 1.087
110 H 7.1624 -7.2651 15.1197  C102 1.092
111 H 7.0830 -9.5687 15.9135  C103 1.098
112 H 5.7583 -9.9376 14.8117  C103 1.099
113 H 5.0258 -10.2393 17.7755  C105 1.090
114 H 4.1656 -10.4639 16.2252  C105 1.095
115 H 3.5578 -9.2346 17.2998  C105 1.087
116 H 7.8244 -7.8691 12.8828  N106 1.018
117 H 7.3635 -9.4095 13.1415  N106 1.016
118 C 6.5415 -13.4880 4.0897  C119 1.514, H124 1.091, H125 1.093, H126 1.087
119 C 7.1038 -12.1881 3.5541  C118 1.514, C120 1.557, N123 1.478, H127 1.095
120 C 8.2996 -11.6898 4.4176  C119 1.557, O121 1.420, H128 1.093, H129 1.087
121 O 7.8726 -11.3805 5.7360  C120 1.420, C122 1.413
122 C 6.9584 -10.3105 5.8635  O121 1.413, H130 1.099, H131 1.093, H132 1.087
123 N 7.6802 -12.4620 2.2215  C119 1.478, H133 1.015, H134 1.017
124 H 7.2626 -14.3029 4.1690  C118 1.091
125 H 5.8090 -13.8997 3.3901  C118 1.093
126 H 6.1342 -13.2943 5.0789  C118 1.087
127 H 6.2915 -11.4580 3.4704  C119 1.095
128 H 8.7633 -10.8311 3.9252  C120 1.093
129 H 8.9579 -12.5542 4.4397  C120 1.087
130 H 5.9289 -10.6162 5.6309  C122 1.099
131 H 7.1801 -9.5320 5.1285  C122 1.093
132 H 6.9584 -9.9864 6.9006  C122 1.087
133 H 6.9430 -12.7575 1.5892  N123 1.015
134 H 8.0165 -11.5789 1.8449  N123 1.017
135 C 8.3248 -14.7002 6.9859  C136 1.540, H141 1.093, H142 1.102, H143 1.090
136 C 8.0934 -16.1794 7.3451  C135 1.540, C137 1.514, N140 1.473, H144 1.094
137 C 8.5145 -16.4948 8.7642  C136 1.514, O138 1.406, H145 1.105, H146 1.098
138 O 8.6472 -17.8871 8.9065  C137 1.406, C139 1.420
139 C 9.4332 -18.1908 10.0498  O138 1.420, H147 1.087, H148 1.094, H149 1.097
140 N 6.6588 -16.4426 7.1415  C136 1.473, H150 1.010, H151 1.008
141 H 8.2932 -14.5092 5.9100  C135 1.093
142 H 9.3715 -14.4195 7.1841  C135 1.102
143 H 7.6597 -13.9948 7.4834  C135 1.090
144 H 8.7640 -16.7854 6.7294  C136 1.094
145 H 7.8270 -15.9890 9.4652  C137 1.105
146 H 9.4224 -15.9403 9.0366  C137 1.098
147 H 9.3592 -19.2391 10.3267  C139 1.087
148 H 9.1205 -17.5352 10.8678  C139 1.094
149 H 10.4907 -17.9891 9.8418  C139 1.097
150 H 6.1206 -16.1878 7.9578  N140 1.010
151 H 6.3650 -15.9058 6.3402  N140 1.008
152 C 11.1468 -11.1106 7.2929  C153 1.522, H158 1.094, H159 1.094, H160 1.090
153 C 11.6017 -9.7683 7.8488  C152 1.522, C154 1.539, N157 1.485, H161 1.094
154 C 12.8500 -9.2744 7.0963  C153 1.539, O155 1.384, H162 1.102, H163 1.103
155 O 13.2999 -8.0526 7.5663  C154 1.384, C156 1.430
156 C 14.3177 -7.5003 6.7281  O155 1.430, H164 1.090, H165 1.085, H166 1.096
157 N 10.4574 -8.8264 7.7641  C153 1.485, H167 1.020, H168 1.017
158 H 11.9498 -11.8455 7.4063  C152 1.094
159 H 10.9080 -10.9875 6.2319  C152 1.094
160 H 10.2611 -11.5853 7.7141  C152 1.090
161 H 11.8697 -9.8808 8.9038  C153 1.094
162 H 12.5993 -9.3256 6.0247  C154 1.102
163 H 13.5606 -10.1135 7.1788  C154 1.103
164 H 15.1516 -8.1943 6.6249  C156 1.090
165 H 14.5339 -6.5085 7.1103  C156 1.085
166 H 13.8657 -7.3679 5.7381  C156 1.096
167 H 10.9484 -7.9429 7.9012  N157 1.020
168 H 10.0634 -8.7538 6.8297  N157 1.017

Summary:
total energy: -88463.23155 eV
max |F|: 2.32 eV/A
energy relative to the best compared isomer or geometry (same formula, charge and spin): 0.0 kJ/mol
HOMO: -8.04 eV
gap between HOMO and LUMO: 8.3 eV